[1]
Formula: C44H119N5O13
Source: the Open Molecules 2025 dataset
Level of theory: ωB97M-V/def2-TZVPD

The value obtained for the energy relative to the best compared isomer or geometry (same formula, charge and spin) is 51.3 kcal per mole. As for the HOMO-LUMO gap: 9.100 eV.

Geometry as XYZ:
```
181
C44H119N5O13, DFT ωB97M-V/def2-TZVPD
C 5.77818 4.71643 -3.46875
C 5.91336 3.38173 -2.74429
C 4.49430 2.94338 -2.44258
O 4.52044 1.76002 -1.58605
C 3.37903 0.92891 -1.85827
N 6.68998 2.40016 -3.48504
H 6.75152 5.04106 -3.75664
H 5.31604 5.45581 -2.71912
H 5.11635 4.59234 -4.38516
H 6.45369 3.49490 -1.78174
H 4.00261 2.80744 -3.44215
H 3.79581 3.66639 -1.91183
H 2.44447 1.51551 -1.78927
H 3.34335 0.12599 -1.15429
H 3.38879 0.41783 -2.81532
H 6.44058 1.42996 -3.20514
H 6.35364 2.53220 -4.48095
C -0.82985 -2.83051 3.01411
C -0.44822 -4.23784 3.26302
C -1.66441 -5.13063 3.46057
O -2.54829 -4.44784 4.34046
C -3.74799 -5.22522 4.58025
N 0.29444 -4.77642 2.09267
H -1.39180 -2.82080 2.06553
H 0.06486 -2.18123 2.82197
H -1.39258 -2.35247 3.82008
H 0.19698 -4.40759 4.14612
H -1.33022 -6.06965 3.80656
H -2.07914 -5.22924 2.45630
H -3.41797 -6.18092 5.04012
H -4.35704 -5.47636 3.67914
H -4.35971 -4.67703 5.25425
H 0.76443 -5.62293 2.38665
H -0.37369 -5.01250 1.36318
C -0.15764 4.84928 -3.43600
C 1.32275 4.87183 -2.86097
C 2.18963 5.97599 -3.48163
O 2.46963 5.56852 -4.80610
C 3.37636 6.48270 -5.49883
N 1.26578 5.13372 -1.42217
H -0.79161 5.67814 -3.10231
H -0.68333 3.94701 -3.01961
H -0.15960 4.75840 -4.52749
H 1.86036 3.91236 -2.98404
H 3.20582 6.01105 -3.09774
H 1.69264 6.93258 -3.44840
H 2.84887 7.46191 -5.70151
H 3.81645 6.00254 -6.37903
H 4.24511 6.64306 -4.86180
H 2.22847 5.15274 -1.12160
H 0.86282 6.04190 -1.27659
C 2.31130 -5.14189 -0.94255
C 2.93538 -3.82380 -0.48424
C 3.73584 -3.19141 -1.63263
O 4.74536 -4.02553 -1.99073
C 5.82449 -3.32724 -2.53025
N 1.93038 -2.89576 0.04672
H 3.10663 -5.80440 -1.20396
H 1.74758 -5.06177 -1.86789
H 1.68943 -5.73938 -0.32663
H 3.72893 -3.98109 0.29253
H 4.07544 -2.20501 -1.27129
H 3.16702 -3.00343 -2.57027
H 6.51237 -3.93801 -3.10638
H 6.26185 -2.76768 -1.73927
H 5.45190 -2.61978 -3.26059
H 1.45395 -3.37695 0.86357
H 2.35695 -2.00729 0.31606
C -3.06184 -5.86473 -2.24991
C -2.16693 -4.90780 -1.41128
C -3.19710 -3.97317 -0.74425
O -4.03743 -4.74225 0.09587
C -5.21093 -3.93463 0.41198
N -1.37656 -5.64774 -0.49309
H -3.69828 -5.26930 -2.87908
H -3.74478 -6.34496 -1.54739
H -2.61426 -6.58951 -2.94583
H -1.53127 -4.30971 -2.03723
H -3.83990 -3.51938 -1.55820
H -2.70159 -3.20961 -0.15988
H -4.89091 -3.07389 0.98457
H -5.97539 -4.51700 0.88681
H -5.65284 -3.43666 -0.39188
H -0.75219 -6.35695 -0.91711
H -2.10446 -6.04837 0.05270
C -0.89662 4.48619 1.43730
C -1.22960 3.14085 0.73505
C -2.77763 3.04313 0.34300
O -0.46327 2.96834 -0.40831
H 0.08739 4.63380 1.84836
H -1.60423 4.73375 2.22269
H -1.03520 5.30381 0.69201
H -1.07038 2.27855 1.36832
H -3.17619 3.99662 -0.00184
H -3.42069 2.77699 1.23439
H -2.98520 2.26321 -0.42395
H -0.04923 3.83367 -0.49875
C 2.96587 3.21921 1.43206
C 4.02939 2.61559 2.29003
C 3.43175 2.18228 3.60819
O 4.63175 1.47633 1.67860
H 3.28884 3.67783 0.50034
H 2.48250 4.01553 1.98450
H 2.26703 2.42052 1.26656
H 4.80754 3.39086 2.37117
H 3.07841 3.04953 4.19061
H 4.14142 1.68876 4.29177
H 2.53152 1.56197 3.40010
H 4.83819 1.63797 0.73031
C 1.43926 -1.29962 -4.83878
C 0.35733 -2.08616 -4.08734
C -1.00923 -2.06844 -4.85337
O 0.78213 -3.40572 -3.93722
H 1.63739 -1.80381 -5.75069
H 2.33422 -1.30111 -4.27465
H 1.03377 -0.35732 -5.12816
H 0.18235 -1.58823 -3.10221
H -1.76308 -2.66079 -4.35529
H -0.91314 -2.37536 -5.92286
H -1.37921 -1.03179 -4.82211
H 0.28775 -3.78011 -3.23610
C -2.05307 1.20217 4.39166
C -1.24949 1.08590 5.74678
C 0.29406 1.27192 5.58538
O -1.74810 2.15310 6.58717
H -1.96394 2.23210 4.05425
H -3.07210 0.88250 4.62316
H -1.64184 0.61801 3.60159
H -1.45193 0.08412 6.24776
H 0.75123 0.50357 4.96871
H 0.75980 1.37788 6.54067
H 0.49723 2.25279 5.04399
H -2.70986 2.14570 6.65895
C -6.13104 0.58401 -1.19061
C -5.40787 1.61627 -1.96177
C -6.05919 1.73118 -3.34708
O -5.48099 2.82942 -1.23458
H -5.76787 0.39537 -0.20125
H -5.95064 -0.29013 -1.77787
H -7.25041 0.83363 -1.18436
H -4.33245 1.27106 -2.02126
H -7.08966 2.05249 -3.16335
H -6.19665 0.78524 -3.81600
H -5.63203 2.46632 -4.01529
H -4.79256 3.38842 -1.51824
C -8.81950 1.72001 4.53067
C -7.31274 2.10417 4.30332
C -7.12475 3.07340 3.13653
O -6.80291 2.74561 5.44766
H -9.20660 1.29060 3.58576
H -9.40521 2.57756 4.84172
H -8.90836 0.97387 5.28538
H -6.80872 1.14473 4.13049
H -7.19779 2.56931 2.19483
H -6.13610 3.56767 3.21989
H -7.94048 3.88854 3.11969
H -6.95980 2.16354 6.22190
C -1.08649 0.03624 -1.49478
C -0.12351 -0.82140 -0.66939
C 0.08994 -0.24738 0.72400
O -0.62915 -2.14757 -0.67972
H -0.68398 1.02063 -1.81914
H -1.87661 0.25333 -0.85220
H -1.52729 -0.53341 -2.27602
H 0.87523 -0.81438 -1.11529
H 0.60437 0.75521 0.70052
H 0.62685 -1.01996 1.34759
H -0.82840 -0.24227 1.25487
H 0.21869 -2.70837 -0.58101
C 4.70701 -2.71284 2.92264
C 5.16168 -1.79972 1.80687
C 6.06503 -2.62740 0.76701
O 4.08079 -1.14855 1.15059
H 4.07034 -2.16447 3.67739
H 5.55322 -3.25585 3.33330
H 3.96627 -3.56391 2.63027
H 5.76366 -0.97355 2.17247
H 5.53683 -3.54354 0.45487
H 7.03390 -2.80836 1.20042
H 6.21999 -1.86790 -0.04149
H 3.98841 -0.29198 1.53860
```

[2]
Formula: C15H14N2O2
Source: the Open Molecules 2025 dataset
Level of theory: ωB97M-V/def2-TZVPD

As for the SMILES: Cc1ccc2c(c1)Oc1ccc(N)cc1C(=O)N2C. The value obtained for the energy relative to the best compared isomer or geometry (same formula, charge and spin) is 25.7 kcal per mole. As for the HOMO-LUMO gap: 8.641 eV.

Geometry as XYZ:
```
33
C15H14N2O2, DFT ωB97M-V/def2-TZVPD
C -1.16159 4.42630 -0.24617
C -0.83774 3.05844 -0.76394
C -1.69974 2.39873 -1.67873
C -1.43667 1.08269 -2.02398
C -0.29483 0.40219 -1.48595
C 0.56612 1.05495 -0.63631
C 0.30699 2.38747 -0.27390
O 1.62053 0.44093 -0.02580
C 1.26008 -0.53580 0.85457
C 1.59699 -0.34766 2.20610
C 1.40049 -1.37865 3.17252
C 0.71322 -2.54585 2.76838
N 0.33158 -3.55316 3.68375
C 0.31250 -2.68842 1.44027
C 0.58490 -1.70633 0.46932
C 0.18131 -1.92318 -0.94589
O 0.02570 -3.08173 -1.37948
N -0.00224 -0.91789 -1.88142
C -0.11614 -1.19221 -3.31000
H -1.47002 4.32339 0.76195
H -0.30463 5.12070 -0.29645
H -1.96922 4.88478 -0.82849
H -2.54102 2.94989 -2.07339
H -2.09012 0.59779 -2.70942
H 0.96641 2.87984 0.42780
H 2.08466 0.56865 2.55264
H 1.70119 -1.28260 4.21677
H 0.11275 -4.47281 3.28829
H 0.74412 -3.50756 4.61834
H -0.21530 -3.59492 1.14333
H -1.09661 -1.65193 -3.54101
H 0.69142 -1.90827 -3.59438
H 0.03493 -0.28775 -3.90932
```

[3]
Formula: C54H146N6O22
Source: the Open Molecules 2025 dataset
Level of theory: ωB97M-V/def2-TZVPD

The value obtained for the energy relative to the best compared isomer or geometry (same formula, charge and spin) is 41.4 kcal per mole. As for the HOMO-LUMO gap: 8.746 eV.

Geometry as XYZ:
```
228
C54H146N6O22, DFT ωB97M-V/def2-TZVPD
O 2.05629 -2.54497 1.84362
H 2.84853 -2.33119 2.33645
H 1.99739 -1.86173 1.17583
O -2.86824 -2.26191 -3.96396
H -3.82274 -2.21473 -4.01824
H -2.66098 -1.93190 -3.08968
O 6.19371 1.46671 0.95697
H 6.06796 1.12987 0.06986
H 6.53005 0.71962 1.45191
O 4.38298 -1.84459 3.13151
H 4.92489 -1.19664 2.68125
H 4.86703 -2.04775 3.93192
C -0.98283 -2.87505 6.18509
O -1.95477 -2.47120 5.28564
C -1.48484 -2.08507 3.98754
C -0.60372 -0.77435 3.97828
N -1.38988 0.47665 4.23180
C -0.49695 1.65057 4.31096
C -1.11543 2.98371 4.82155
O -1.54411 2.58083 6.15602
C -2.22956 3.68756 6.84211
H -0.59550 -2.07977 6.82197
H -0.11132 -3.37534 5.76284
H -1.35000 -3.50709 6.99368
H -2.38050 -1.94457 3.38245
H -0.90660 -2.89185 3.53714
H -0.12525 -0.64651 3.00730
H 0.25223 -0.87397 4.64576
H -1.99339 0.41067 5.03897
H 0.03572 1.69758 3.36114
H 0.34641 1.46845 4.97704
H -1.96602 3.35322 4.24878
H -0.38312 3.79043 4.78964
H -1.59156 4.53634 7.08834
H -2.53535 3.41077 7.85106
H -3.04405 4.10322 6.24887
C 8.39745 3.84068 6.02115
O 7.09067 4.50594 6.03249
C 6.56440 4.84945 4.73051
C 5.99799 3.64689 3.94683
N 4.82273 3.07450 4.49579
C 4.40106 1.92345 3.73515
C 3.45192 1.10896 4.55707
O 4.04670 0.52676 5.73325
C 3.09294 -0.26889 6.47551
H 8.11603 2.86099 5.63502
H 8.61636 3.78423 7.08745
H 9.14676 4.39804 5.45902
H 7.31373 5.35523 4.12157
H 5.69663 5.49843 4.84831
H 6.68878 2.81132 3.83397
H 5.78584 3.92918 2.91562
H 5.12543 2.61999 5.34544
H 5.20891 1.25126 3.44595
H 4.03034 2.18359 2.74369
H 3.05435 0.29411 3.95205
H 2.62652 1.80966 4.68295
H 2.59802 -1.05708 5.90814
H 2.31536 0.32557 6.95517
H 3.62541 -0.78101 7.27696
C -3.12775 0.77372 -2.07874
O -2.89215 -0.58071 -1.91577
C -3.11601 -0.99915 -0.59821
C -1.91329 -0.70275 0.31087
N -0.78546 -1.63275 0.15943
C 0.01096 -1.42672 -1.06645
C 0.97313 -0.23586 -0.80775
O 1.74327 -0.51482 0.33333
C 2.76336 0.42844 0.54660
H -2.28403 1.31668 -1.65281
H -4.02675 1.09755 -1.55429
H -3.17905 0.96360 -3.15085
H -3.25610 -2.07822 -0.53436
H -4.07188 -0.56892 -0.29935
H -2.26858 -0.98826 1.30100
H -1.59286 0.32268 0.49506
H -0.06653 -1.49040 0.85440
H -0.57471 -1.27998 -1.97395
H 0.60740 -2.31494 -1.27480
H 0.41426 0.69962 -0.83313
H 1.61270 -0.22032 -1.69025
H 3.30505 0.22999 1.47141
H 2.26030 1.39400 0.59881
H 3.44831 0.38257 -0.30007
C -9.72940 0.25879 -0.61043
O -8.89415 0.54240 0.47584
C -8.64787 -0.47424 1.43464
C -7.71465 0.06607 2.59401
N -6.41602 0.47378 2.10328
C -5.67299 1.27304 3.07175
C -4.31100 1.59306 2.52310
O -4.40455 2.75333 1.71511
C -3.18387 3.27238 1.20308
H -9.24003 -0.39361 -1.33361
H -9.92401 1.20673 -1.11206
H -10.63736 -0.21627 -0.23892
H -8.19010 -1.38487 1.04824
H -9.60531 -0.81578 1.82804
H -7.52193 -0.70954 3.33522
H -8.13957 0.96045 3.04967
H -6.44116 0.93282 1.20398
H -5.54478 0.71303 3.99806
H -6.26382 2.16390 3.28483
H -3.89354 0.70851 2.04207
H -3.65874 1.74730 3.38268
H -2.72450 2.66042 0.42682
H -2.48100 3.63176 1.95470
H -3.46060 4.16948 0.64925
C 5.18748 -4.74769 -0.03492
O 4.94267 -3.96136 -1.19147
C 3.65045 -4.03861 -1.61969
C 3.42850 -3.51385 -3.00847
N 3.76957 -4.51524 -4.02745
C 3.22715 -4.19825 -5.34986
C 3.49602 -5.28975 -6.41996
O 4.93040 -5.48171 -6.38401
C 5.37095 -6.32261 -7.45094
H 5.07654 -5.82680 -0.14131
H 4.56761 -4.40114 0.79198
H 6.22235 -4.67312 0.29911
H 3.15631 -3.39494 -0.89194
H 3.30644 -5.07223 -1.58248
H 3.90539 -2.55136 -3.19364
H 2.36173 -3.30032 -2.94138
H 4.76597 -4.53439 -4.19150
H 3.48480 -3.18906 -5.67117
H 2.13854 -4.19756 -5.29483
H 2.97903 -5.00146 -7.33523
H 3.03729 -6.21885 -6.08167
H 6.42432 -6.60276 -7.44838
H 5.19109 -5.93651 -8.45427
H 4.81063 -7.25730 -7.47310
C 7.84290 -0.21946 4.04396
O 7.27653 -0.53302 2.73766
C 8.20876 -1.10521 1.76662
C 7.50324 -2.15755 0.81460
N 6.58347 -1.61653 -0.18602
C 7.27659 -1.14832 -1.37515
C 6.21911 -0.30089 -2.23198
O 5.93631 0.92521 -1.63122
C 5.13144 1.70505 -2.45992
H 8.59181 0.54189 3.82584
H 8.22896 -1.01251 4.68437
H 7.15016 0.28533 4.71731
H 9.02894 -1.57593 2.30868
H 8.70586 -0.24178 1.32448
H 6.89415 -2.76505 1.48397
H 8.13392 -2.95156 0.41473
H 6.06257 -2.43823 -0.45725
H 7.61411 -2.01684 -1.94071
H 8.19978 -0.62102 -1.13479
H 5.31218 -0.82485 -2.53372
H 6.70626 -0.21110 -3.20292
H 4.58095 2.42915 -1.85931
H 4.38282 1.15368 -3.02883
H 5.72663 2.28910 -3.16188
C -4.73354 1.04714 -5.72318
C -5.83063 0.68455 -6.78616
C -5.74470 1.34116 -8.21069
O -5.93131 -0.71666 -6.98395
H -4.65757 2.11076 -5.49727
H -3.76226 0.76511 -6.12960
H -4.98582 0.48172 -4.82610
H -6.76375 0.96718 -6.29882
H -5.97441 2.40611 -8.17606
H -6.41186 0.83212 -8.90631
H -4.83649 1.23261 -8.80354
H -5.03468 -1.05947 -6.99540
C 0.31979 3.66025 -3.39532
C -1.10489 4.02796 -3.83035
C -1.95987 4.40756 -2.59422
O -0.96728 5.09742 -4.67199
H 0.38158 2.82730 -2.69498
H 0.79179 4.52684 -2.93236
H 0.97790 3.40804 -4.22682
H -1.51590 3.16212 -4.34946
H -3.02906 4.31956 -2.78706
H -1.65720 5.36150 -2.16238
H -1.76150 3.62820 -1.85846
H -0.33899 4.91142 -5.37360
C -7.06239 -3.77385 -3.66431
C -6.69439 -2.27705 -3.44648
C -5.97734 -2.04633 -2.06087
O -5.70643 -1.88716 -4.35691
H -7.79100 -4.13555 -2.93878
H -6.26979 -4.51898 -3.73266
H -7.57984 -3.82999 -4.62201
H -7.61841 -1.70529 -3.53231
H -6.68658 -2.39949 -1.31231
H -5.77492 -0.99651 -1.84872
H -5.02536 -2.56075 -1.92968
H -6.11524 -1.79715 -5.22084
C -1.56083 -4.49993 -1.93946
C -1.09788 -5.27307 -0.65013
C 0.41312 -5.25573 -0.48986
O -1.68797 -4.59868 0.43895
H -2.62196 -4.26220 -2.01414
H -1.30158 -5.08009 -2.82507
H -0.96050 -3.60048 -2.07614
H -1.45619 -6.29724 -0.54625
H 0.93274 -5.45807 -1.42643
H 0.74299 -6.01128 0.22318
H 0.64623 -4.22804 -0.21128
H -1.38563 -3.68915 0.38474
C 0.54987 4.02495 1.29573
C 1.83290 4.87363 1.40871
C 2.97697 4.23843 0.69515
O 1.67092 6.18904 0.86830
H 0.41811 3.70451 0.26226
H -0.35577 4.56562 1.57064
H 0.55759 3.16171 1.96120
H 2.19631 4.95841 2.43284
H 3.31241 3.33309 1.20104
H 3.74395 4.98548 0.49084
H 2.72746 3.90037 -0.31062
H 1.14420 6.66073 1.51767
C -6.19930 3.17491 -0.76518
C -7.05669 2.98417 -2.00763
C -7.05033 1.55516 -2.54373
O -8.31449 3.41762 -1.64359
H -6.20057 2.24264 -0.20042
H -6.44467 3.95298 -0.04233
H -5.13880 3.14265 -1.01497
H -6.61614 3.64059 -2.75805
H -7.16477 0.73128 -1.83929
H -6.04783 1.39953 -2.94231
H -7.70697 1.39746 -3.39933
H -8.85696 3.24916 -2.41751
```

Q: Among the records above, which one has the highest energy relative to the best compared isomer or geometry (same formula, charge and spin)?
A: C44H119N5O13